{
  "formula": "C26H78O26",
  "method": "ωB97M-V with the def2-TZVPD basis set",
  "fmax_ev_per_a": 3.1,
  "homo_ev": -9.76,
  "e_above_lowest_kcal_mol": 24.74,
  "species": ["O", "O", "O", "O", "O", "O", "O", "O", "O", "O", "O", "O", "O", "O", "O", "O", "O", "O", "O", "O", "O", "O", "O", "O", "O", "O", "C", "C", "C", "C", "C", "C", "C", "C", "C", "C", "C", "C", "C", "C", "C", "C", "C", "C", "C", "C", "C", "C", "C", "C", "C", "C", "H", "H", "H", "H", "H", "H", "H", "H", "H", "H", "H", "H", "H", "H", "H", "H", "H", "H", "H", "H", "H", "H", "H", "H", "H", "H", "H", "H", "H", "H", "H", "H", "H", "H", "H", "H", "H", "H", "H", "H", "H", "H", "H", "H", "H", "H", "H", "H", "H", "H", "H", "H", "H", "H", "H", "H", "H", "H", "H", "H", "H", "H", "H", "H", "H", "H", "H", "H", "H", "H", "H", "H", "H", "H", "H", "H", "H", "H"],
  "coordinates": [[1.201256, 4.408246, 0.922592], [-0.552877, 3.768763, -1.015483], [-3.137311, 2.296704, -0.691804], [-2.907331, -2.609693, -0.063067], [-3.030096, 3.427229, 2.369051], [-2.690268, 6.283209, 2.808247], [1.407404, 3.713559, -2.791091], [0.504148, -1.431327, -0.514464], [1.682706, 3.353476, 5.661987], [-1.346371, -3.771118, -3.768672], [-5.584091, 0.723570, -1.034283], [-3.039103, -1.295894, 4.574223], [2.010818, 1.167372, -3.969612], [1.172439, -2.880936, -2.475746], [2.118433, -3.711791, 0.464760], [1.193864, 0.672605, 3.334461], [-3.907896, -3.775101, -2.636196], [-3.187234, -5.474334, -0.269080], [0.333335, 1.179331, 0.630712], [-0.725484, 1.642015, -5.157931], [2.960045, 5.503245, -1.117959], [-1.048004, -0.979202, 2.813818], [2.053957, -7.288772, 1.101514], [4.236158, -2.493420, -1.871916], [2.353084, -1.582302, 2.209029], [4.256568, -1.884131, 4.114941], [-2.523573, -4.833952, 0.817987], [0.592973, -0.207377, -1.249068], [0.080959, 0.428413, -5.292254], [4.641980, -1.962096, 2.757214], [1.168260, 0.920995, -0.461280], [1.538045, 0.724000, -5.293258], [2.623858, 4.459027, 1.020280], [-1.893228, -3.553626, 0.357198], [2.616217, -6.024976, 0.804522], [1.563901, -4.935120, 0.979399], [3.119547, 5.675900, 0.297464], [-2.972806, -0.049120, 3.948276], [-4.571634, 0.446120, -0.073281], [1.198569, 1.367267, 4.570637], [3.548585, -2.505712, -3.143417], [0.158533, 4.309172, -3.106634], [-0.949817, 3.638315, -2.388539], [3.678918, -1.099311, 1.908825], [-1.763104, 4.099197, 2.619771], [2.332667, -3.472243, -3.093360], [-2.086353, 5.250655, 3.531104], [-3.293468, 0.896831, -0.648808], [1.774759, 2.788230, 4.403900], [-3.695764, -3.312510, -4.012534], [-2.265231, -0.300094, 2.614527], [-2.249575, -2.851807, -4.334448], [-1.258160, -3.815540, -0.503597], [3.042537, 3.550905, 0.598235], [-3.233210, -2.871243, -0.948027], [1.661607, 0.755778, 5.338721], [-3.973742, -4.980642, -0.455856], [-6.352647, 0.919715, -0.491014], [-3.069295, 3.338307, 1.417628], [0.809966, 1.638461, 1.304431], [1.291056, -0.451639, -2.082377], [-3.140552, -4.335539, -2.468800], [-4.594374, -0.607491, 0.104863], [-1.766621, -5.520810, 1.241618], [-2.076270, 0.650923, 2.105366], [-2.766892, 4.969147, 4.315437], [-4.698296, 1.063633, 0.830012], [2.280041, -3.174758, 1.223947], [-2.510475, 0.617269, 0.107364], [3.850593, -1.170196, 0.812109], [4.324040, -2.705019, -3.868383], [-3.982970, 0.403709, 3.870519], [-1.875801, 4.122428, -2.585822], [2.120143, 0.607583, -0.080077], [2.608633, -7.739567, 1.750577], [4.151028, 5.947494, 0.538098], [0.049537, 4.354555, -4.203870], [-2.065927, -2.884114, -5.445688], [-2.884711, -0.957128, 1.953431], [-3.996214, -4.094221, -4.736267], [-2.281735, 0.615531, 4.548376], [3.528905, -5.749471, 1.382813], [3.541027, -2.768388, -1.269064], [1.260410, -2.732875, -1.499901], [-1.409414, -2.996454, 1.163607], [-0.688485, 2.056069, -6.020798], [-1.025351, 3.426778, 3.029761], [0.354224, -1.198270, 0.397138], [1.189975, 3.335796, 3.651970], [1.800722, 2.089363, -3.740807], [2.085657, -0.186086, -5.492597], [-0.987304, 2.568188, -2.664437], [-0.187962, -0.042812, -6.253313], [-3.892571, 2.585729, -1.209397], [-0.428238, 0.105031, -1.673810], [-3.271929, -4.655836, 1.562020], [-3.235366, -1.262413, 5.500776], [3.016814, 4.466399, 2.069793], [2.515818, 6.506457, 0.590313], [-0.128397, -0.212197, -4.447127], [0.379857, 0.076286, 3.256864], [2.585684, -4.343909, -2.505535], [1.974442, -0.796899, 2.655617], [0.860945, 3.975574, 0.096888], [-3.051961, 0.522008, -1.667484], [-0.606877, -3.342456, -3.282273], [2.334930, 2.944726, 6.219115], [3.761078, -0.069974, 2.168143], [0.641361, -5.164693, 0.437363], [2.837301, 2.796237, 4.067502], [3.298263, -2.056639, 4.060569], [1.891410, 4.229729, -2.162880], [-1.388184, 4.418576, 1.672509], [1.760082, 1.515573, -6.000151], [-1.153034, 5.642044, 3.982948], [0.162854, 5.332793, -2.697416], [-3.611396, 6.078997, 2.689805], [1.379864, 1.730788, -1.176850], [2.766097, 6.343350, -1.501321], [5.673624, -1.629499, 2.585123], [-1.256205, -1.721574, 3.388425], [3.179889, -1.500551, -3.320522], [-1.136765, 3.105507, -0.546551], [1.338956, -4.710589, 2.042898], [1.917596, -3.829271, -3.996126], [-2.092866, -1.918191, -3.870881], [2.887516, -6.044057, -0.267419], [-4.426288, -2.528926, -4.109127], [0.151041, 1.514734, 4.921323], [4.539592, -3.009705, 2.429299]],
  "forces_ev_per_a": [[0.14, -0.40, 0.47], [-1.91, -1.41, 0.71], [-0.69, 0.82, 0.06], [-0.02, -0.46, -0.42], [0.64, -0.04, 0.18], [0.24, 1.10, -0.35], [-0.44, -1.03, -1.26], [-0.21, 0.69, -0.23], [-0.57, 1.50, 0.67], [0.59, -0.56, 0.64], [-0.67, 0.58, 0.37], [0.05, -1.40, -0.44], [-0.21, -0.87, -0.97], [0.36, 0.07, 0.20], [-0.21, -1.11, -1.03], [-0.97, -0.98, -0.46], [0.85, 0.49, -1.26], [1.02, -0.67, -0.01], [-1.39, 0.13, -0.45], [0.57, -0.95, 0.22], [0.23, -1.05, 0.37], [0.88, 0.26, 0.20], [0.33, -0.33, 0.69], [-0.65, -0.22, -0.48], [0.34, 1.05, 0.27], [-0.17, 0.12, -0.09], [0.08, -0.50, -0.10], [-0.47, -0.54, -1.40], [-0.83, 0.86, -0.53], [-0.40, 0.19, -1.04], [0.58, -0.36, -0.68], [0.68, 1.34, 2.12], [-0.20, -0.34, -0.05], [-0.75, 0.74, -0.48], [-0.04, 0.39, -0.60], [0.55, 0.87, 0.36], [0.40, 0.11, -0.41], [0.94, 1.14, 0.42], [-0.37, 0.76, -0.54], [-1.23, 0.34, -0.60], [-0.40, -0.03, 0.70], [0.77, 1.25, -0.28], [1.38, -1.35, 0.39], [0.36, -1.69, -0.61], [-1.39, -0.47, 0.32], [-0.05, 0.77, 1.43], [1.20, 0.26, -0.08], [2.91, -0.88, 0.71], [0.71, -1.61, -0.57], [-0.28, -0.74, 0.20], [-1.56, -0.15, -0.60], [-0.41, -1.49, -0.34], [0.30, 0.44, 0.41], [0.31, -0.19, -0.35], [0.11, 0.17, 0.33], [0.62, 0.17, 0.21], [-0.75, 0.42, -0.15], [-0.39, 0.01, -0.49], [-0.31, -0.32, -0.43], [0.49, 0.46, 0.82], [-0.75, 0.53, 0.34], [0.20, -0.38, 0.14], [0.39, -0.71, 0.55], [-0.33, 0.18, -0.39], [0.13, -0.21, 0.17], [-0.04, -0.62, 0.58], [-0.24, -0.43, 0.06], [0.04, 1.11, 0.62], [-0.39, -0.35, -1.19], [0.09, -0.23, 0.62], [-0.11, -0.48, -0.47], [0.66, -0.02, -0.29], [-0.95, 0.38, -0.13], [0.89, -0.32, 0.20], [-0.22, 0.09, -0.21], [0.16, -0.35, -0.06], [-0.14, -0.15, 0.46], [-0.53, 0.62, 0.93], [0.15, 0.64, 0.40], [0.19, 0.01, 0.52], [-0.83, -0.25, -0.51], [-0.60, -0.42, -0.22], [0.15, -0.05, 0.78], [-0.04, -0.13, -0.75], [0.56, -0.48, -0.17], [-0.10, 0.25, -0.14], [0.12, -0.48, 0.42], [-0.19, 0.00, 0.76], [0.04, 0.03, 0.41], [-0.22, -0.08, -0.37], [0.29, -0.14, -0.25], [-0.18, 0.42, 0.04], [0.02, -0.21, 0.42], [-0.13, 0.58, -0.20], [1.20, -0.51, 0.52], [-0.31, 0.33, 0.87], [-0.17, 0.35, 0.58], [-0.91, 0.23, -0.57], [-0.56, 0.61, 0.46], [-0.36, -0.17, 0.13], [0.84, 0.96, 0.09], [0.46, -0.42, 0.14], [-0.44, -0.44, -0.07], [0.55, 0.53, 0.58], [-0.29, -0.36, 0.72], [-0.40, -0.11, -0.30], [0.39, -0.17, 0.40], [0.05, 0.91, 0.41], [0.15, -0.13, 0.10], [-0.57, -0.27, -0.08], [0.38, 0.08, 0.30], [0.53, 0.71, 0.76], [0.50, 0.67, -0.50], [0.22, -0.04, -0.49], [-0.47, -0.06, -0.20], [0.06, 0.02, -0.42], [-0.47, -0.22, -0.11], [-0.51, 0.31, 0.42], [-0.14, 0.83, -0.41], [-0.20, -0.11, 0.45], [0.00, -0.22, 0.22], [-0.24, 0.28, -0.26], [0.90, 1.02, -0.40], [-0.14, -0.72, -0.40], [0.23, -0.17, -1.50], [0.21, 1.53, 0.07], [0.10, 0.23, 0.38], [-0.03, 0.61, -0.30], [0.49, -0.02, -0.22], [0.22, 0.20, -0.16]]
}